<A>
# C5H10N2

A structure of composition C5H10N2 (ωB97M-V/def2-TZVPD, the Open Molecules 2025 dataset).

Cartesian coordinates (Å):
1 C -0.15 -1.24 -1.33
2 C -0.67 0.05 -0.74
3 C -1.57 0.84 -1.71
4 C 1.88 0.42 1.69
5 C 0.60 -0.02 2.54
6 H -0.75 -2.02 -0.81
7 H -0.13 -1.47 -2.65
8 H 0.99 -1.43 -1.15
9 H -2.80 0.66 -1.26
10 H -1.67 0.13 -3.16
11 H -1.44 2.27 -2.07
12 H 2.80 -0.19 1.66
13 H 1.58 1.52 1.55
14 H 0.70 -1.02 2.94
15 H -0.06 0.91 3.30
16 N -0.12 0.72 0.19
17 N 0.81 -0.14 1.02

Properties
- Gap between HOMO and LUMO: 9.3 eV



<B>
# C5H10N2

The molecule C5H10N2 (ωB97M-V/def2-TZVPD, the Open Molecules 2025 dataset).

Cartesian coordinates (Å):
1 C -0.15 1.41 -1.40
2 C 0.18 -0.05 -1.62
3 N 1.41 -0.64 -1.08
4 C 0.13 -1.02 -0.49
5 C -0.46 -0.50 0.79
6 C -0.37 -0.86 2.24
7 N 0.06 0.42 1.74
8 H 0.46 2.05 -2.06
9 H 0.01 1.73 -0.37
10 H -1.20 1.60 -1.64
11 H -0.08 -0.42 -2.61
12 H 1.90 0.03 -0.50
13 H -0.16 -2.05 -0.73
14 H -1.54 -0.27 0.65
15 H -1.41 -0.77 2.55
16 H 0.30 -1.57 2.73
17 H 0.92 0.92 1.79

Properties
- SMILES string: C[C@H]1N[C@H]1[C@H]1CN1
- Gap between HOMO and LUMO: 9.8 eV



Q: Which of them is the least stable? A: <A>.



<A>
# C9H9N3S

A cluster of 2 separate species, C9H9N3S in total (ωB97M-V/def2-TZVPD, the Open Molecules 2025 dataset).

Cartesian coordinates (Å):
1 C 2.73 0.55 -0.91
2 C 1.15 2.07 0.16
3 C -2.86 0.90 0.67
4 C -3.19 0.70 -0.66
5 C -0.98 -0.10 0.07
6 C 0.65 -1.84 -0.79
7 C 0.97 -0.71 1.48
8 C 1.42 1.08 -0.81
9 C 0.34 -0.64 0.14
10 N 3.79 0.14 -0.91
11 N 0.87 2.85 0.94
12 N -1.67 0.41 1.08
13 S -1.90 -0.16 -1.44
14 H -3.62 0.93 1.36
15 H -4.14 0.80 -1.20
16 H 1.63 -2.12 -0.50
17 H 0.50 -1.49 -1.73
18 H -0.10 -2.62 -0.59
19 H 1.23 0.23 1.90
20 H 1.86 -1.29 1.52
21 H 0.25 -1.11 2.10
22 H 1.08 1.42 -1.86

Properties
- Gap between HOMO and LUMO (spin up / spin down): 7.9 / 7.9 eV



<B>
# C9H9N3S

The molecule C9H9N3S (ωB97M-V/def2-TZVPD, the Open Molecules 2025 dataset).

Cartesian coordinates (Å):
1 C 2.89 -3.48 0.21
2 C 1.65 -2.66 0.45
3 C 0.67 -2.88 1.37
4 N -0.38 -1.99 1.42
5 C -0.20 -0.96 0.64
6 N -1.11 0.06 0.71
7 C -1.16 1.29 0.01
8 C -2.22 2.16 0.12
9 C -2.20 3.25 -0.76
10 C -1.12 3.57 -1.53
11 C -0.05 2.70 -1.44
12 N -0.15 1.55 -0.77
13 S 1.29 -1.09 -0.32
14 H 2.96 -3.58 -0.85
15 H 3.78 -2.93 0.69
16 H 2.74 -4.54 0.64
17 H 0.83 -3.71 2.04
18 H -1.79 -0.15 1.48
19 H -3.03 2.09 0.79
20 H -3.07 3.93 -0.80
21 H -1.13 4.57 -2.08
22 H 0.82 2.81 -2.03

Properties
- SMILES string: Cc1cnc(Nc2ccccn2)s1
- Gap between HOMO and LUMO: 8.5 eV



Q: Which of them is the least stable? A: <A>.



<A>
# C3H7N2O2P

The molecule C3H7N2O2P (ωB97M-V/def2-TZVPD, the Open Molecules 2025 dataset).

Cartesian coordinates (Å):
1 C 0.00 -0.76 1.18
2 P -0.49 0.64 0.20
3 C -1.87 0.10 -0.84
4 O -0.57 1.83 1.01
5 N 0.64 0.63 -1.11
6 O 2.04 0.73 -0.33
7 C 2.64 -0.38 -0.12
8 N 3.32 -1.28 0.12
9 H 0.92 -0.64 1.70
10 H -0.68 -0.80 2.18
11 H 0.03 -1.80 0.64
12 H -2.27 0.99 -1.51
13 H -1.62 -0.73 -1.34
14 H -2.87 -0.14 -0.22
15 H 0.77 1.58 -1.55

Properties
- SMILES string: CP(C)(=O)NOC#N
- Gap between HOMO and LUMO: 10.7 eV



<B>
# C3H7N2O2P

A cluster of 2 separate species, C3H7N2O2P in total (ωB97M-V/def2-TZVPD, the Open Molecules 2025 dataset).

Cartesian coordinates (Å):
1 N -0.50 3.04 -0.17
2 C -0.81 1.89 -0.05
3 N -1.24 0.77 -0.16
4 P -2.34 -0.40 0.13
5 O -1.57 -1.29 1.29
6 O -2.03 -1.38 -1.18
7 H 0.34 3.44 -0.33
8 H -1.89 -1.14 2.11
9 H -2.92 -1.79 -1.50
10 C 2.23 0.03 0.35
11 C 2.03 -1.07 -0.34
12 H 1.94 0.16 1.31
13 H 2.91 0.80 -0.04
14 H 1.49 -1.91 0.03
15 H 2.35 -1.17 -1.44

Properties
- SMILES string: N=C=NP(O)O.C=C
- Gap between HOMO and LUMO: 9.8 eV



Q: Which of them is the least stable? A: <A>.



<A>
# C5H12NOS

A cluster of 2 separate species, C5H12NOS in total (ωB97M-V/def2-TZVPD, the Open Molecules 2025 dataset).

Cartesian coordinates (Å):
1 C -2.81 0.14 0.92
2 C -1.69 1.12 0.42
3 S -1.24 0.79 -1.31
4 N -2.47 -1.26 0.77
5 H -3.65 0.40 0.28
6 H -3.00 0.33 1.95
7 H -0.78 0.97 1.08
8 H -2.11 2.14 0.49
9 H -1.83 -1.61 1.49
10 H -2.08 -1.43 -0.16
11 C 2.98 -0.90 0.47
12 C 2.08 -0.54 -0.51
13 O 1.09 -1.39 -0.93
14 C 2.12 0.79 -1.19
15 H 3.71 -0.18 0.89
16 H 3.00 -1.92 0.78
17 H 0.27 -0.79 -1.19
18 H 3.00 1.39 -0.92
19 H 2.23 0.72 -2.30
20 H 1.18 1.25 -1.05

Properties
- Gap between HOMO and LUMO: 7.1 eV
- Charge: -1



<B>
# C5H12NOS

A structure of composition C5H12NOS (ωB97M-V/def2-TZVPD, the Open Molecules 2025 dataset).

Cartesian coordinates (Å):
1 C 0.32 0.06 -0.24
2 N 1.49 -0.81 -0.44
3 C 1.08 -2.01 -0.77
4 O -0.15 -2.70 -0.74
5 C -0.37 -0.30 0.99
6 C 0.51 0.95 1.01
7 C -0.31 2.24 1.27
8 S -1.59 2.47 0.04
9 H -0.13 0.53 -1.10
10 H -3.19 -2.06 0.27
11 H 1.84 1.78 -2.38
12 H 1.89 -2.69 -1.06
13 H -0.03 -1.89 -1.42
14 H -1.44 -0.13 1.08
15 H -0.08 -1.12 1.62
16 H 1.51 0.86 1.41
17 H 1.52 2.10 -2.97
18 H -0.56 2.15 2.34
19 H 0.46 3.01 1.29
20 H -2.77 -2.45 -0.21

Properties
- Gap between HOMO and LUMO: 5.9 eV
- Charge: -1



<C>
# C5H12NOS

The ion C5H12NOS with charge -1 (ωB97M-V/def2-TZVPD, the Open Molecules 2025 dataset).

Cartesian coordinates (Å):
1 C 2.26 0.48 -1.80
2 C 1.47 -0.33 -0.71
3 N 0.47 0.63 -0.18
4 C -0.42 0.01 0.82
5 C -1.37 -1.05 0.09
6 O -2.00 -2.00 0.98
7 C -1.21 1.12 1.45
8 S -1.56 0.77 3.23
9 H 2.83 1.29 -1.35
10 H 3.07 0.07 -2.53
11 H 1.40 0.69 -2.62
12 H 1.09 -1.22 -1.26
13 H 2.11 -0.64 0.11
14 H -0.02 1.14 -0.89
15 H 0.14 -0.48 1.70
16 H -0.76 -1.59 -0.63
17 H -2.22 -0.61 -0.54
18 H -2.19 -1.58 1.90
19 H -0.82 2.12 1.17
20 H -2.26 1.17 1.05

Properties
- SMILES string: CCN[C@H](CO)C[S-]
- Gap between HOMO and LUMO: 5.9 eV
- Charge: -1



Q: Which of them is the least stable? A: <B>.



<A>
# C5H6O3

The molecule C5H6O3 (ωB97M-V/def2-TZVPD, the Open Molecules 2025 dataset).

Cartesian coordinates (Å):
1 C 1.87 -0.24 -0.58
2 C 1.54 0.86 0.25
3 C 0.03 0.58 0.66
4 O -1.09 1.27 -0.28
5 C -1.62 0.00 -0.77
6 O -1.57 -1.11 0.31
7 C -0.17 -0.94 0.66
8 O 0.81 -1.41 -0.41
9 H 2.61 -0.55 -1.12
10 H 1.61 1.97 0.40
11 H -0.21 0.76 1.80
12 H -1.06 -0.21 -1.76
13 H -2.79 0.41 -0.84
14 H 0.05 -1.39 1.67

Properties
- SMILES string: C1=C[C@H]2OCO[C@H]2O1
- Gap between HOMO and LUMO: 10.2 eV



<B>
# C5H6O3

A structure of composition C5H6O3 (ωB97M-V/def2-TZVPD, the Open Molecules 2025 dataset).

Cartesian coordinates (Å):
1 C -1.04 0.57 1.07
2 C 0.86 1.13 -0.75
3 C -0.11 -0.38 0.36
4 C 0.71 -0.04 -2.20
5 C 0.13 -1.60 0.92
6 O 1.50 0.07 -0.38
7 O 0.76 2.27 -0.39
8 O -0.15 -0.90 -1.86
9 H 1.02 0.26 -3.21
10 H -1.12 1.65 0.90
11 H -2.13 0.48 1.10
12 H -0.84 0.68 2.14
13 H -0.26 -1.84 1.90
14 H 0.71 -2.35 0.40

Properties
- Gap between HOMO and LUMO (spin up / spin down): 7.4 / 7.4 eV



<C>
# C5H6O3

A structure of composition C5H6O3 (ωB97M-V/def2-TZVPD, the Open Molecules 2025 dataset).

Cartesian coordinates (Å):
1 C -1.28 0.85 -0.51
2 C 1.80 0.40 -0.34
3 C -0.28 -0.21 -0.25
4 C 0.67 0.18 1.19
5 C -0.48 -1.55 -0.23
6 O 1.08 0.28 -1.35
7 O 2.92 0.52 0.00
8 O 0.31 1.13 1.85
9 H 1.06 -0.76 1.65
10 H -0.92 1.82 -0.17
11 H -1.54 0.89 -1.56
12 H -2.18 0.62 0.08
13 H -1.49 -1.92 -0.18
14 H 0.33 -2.26 -0.18

Properties
- Gap between HOMO and LUMO (spin up / spin down): 7.0 / 7.2 eV



Q: Which of them is the least stable? A: <B>.